No. 1
# C6H9N

C6H9N as an isolated structure (the ωB97M-V functional and the def2-TZVPD basis, OMol25).

Last column: Löwdin charge in e.
CARTESIAN COORDINATES (ANGSTROEM)
H: -2.062833 -1.846073 0.255721  0.0521
H: 2.259050 0.052443 1.268375  0.0992
N: 2.710327 -0.300652 0.255848  0.0367
H: -1.090218 -1.681708 -1.240800  0.0281
C: 0.375655 0.330171 0.082338  -0.4525
H: -1.701003 0.974585 -0.056752  0.0757
C: 0.916040 1.105034 -1.124888  0.0638
C: 0.713391 1.716534 0.030224  -0.0284
H: -2.597277 -0.891631 -1.179349  0.0905
H: 1.736846 0.746027 -1.727417  0.1060
C: -1.677386 -1.198646 -0.535023  -0.0844
C: -1.163876 0.110562 0.263117  -0.1647
C: 1.415072 -0.609647 0.650934  -0.1853
H: 1.060555 -1.349866 1.366131  0.1190
H: 0.628118 2.766058 0.340039  0.1223
H: -1.522467 0.076812 1.351509  0.1220

Forces on atoms 1 to 6 (eV/Å):
H 0.13 -0.51 -0.54
H 1.64 0.81 1.24
N -2.91 -2.12 1.54
H 1.85 -0.73 -0.78
C -2.59 -1.25 0.78
H -0.02 0.66 -0.78

Properties
E_tot ... -7849.8756 eV
Kohn-Sham gap ... 8.8 eV
Relative energy (zero: lowest compared OMol25 entry of this formula, charge and spin) ... 799.3 kJ/mol
Maximum force ... 4.851 eV/A
Total charge ... 0

=====

No. 2
# C5H9N3

One molecule with the formula C5H9N3 (the ωB97M-V functional and the def2-TZVPD basis, OMol25).

Last column: natural (NBO) charge in e.
CARTESIAN COORDINATES (ANGSTROEM)
C: -0.811942 0.083029 1.517718  -0.4254
N: 1.610606 -0.651384 -1.056148  -0.2646
C: 0.420461 -0.395771 0.689664  -0.0544
H: -2.739725 0.055850 0.006487  0.2379
C: -0.296627 0.016393 -0.524098  -0.0080
N: 1.743450 0.030003 0.221281  -0.5083
H: -0.543159 1.214700 1.568974  0.2431
H: 0.593149 -1.449177 0.677727  0.1890
N: -0.131175 1.398912 -0.630827  -0.8360
H: -0.897897 -0.343762 2.549033  0.2209
C: -1.633152 -0.289750 0.317538  -0.3879
H: 0.750473 1.735553 -0.394589  0.3854
C: 0.450891 -0.655989 -1.473495  0.0145
H: -1.576124 -1.476505 0.220776  0.1964
H: -0.282696 1.907489 -1.689831  0.3650
H: 2.833914 -0.236479 0.669356  0.3965
H: 0.509553 -0.943111 -2.669567  0.2359

Forces on atoms 1 to 6 (eV/Å):
C 2.48 2.27 2.23
N 6.45 0.48 0.51
C 0.82 -0.41 1.84
H 2.84 -0.37 0.92
C -5.55 1.23 1.65
N 4.15 -1.17 0.50

Properties
E_tot ... -9794.4199 eV
Kohn-Sham gap ... 10.0 eV
Relative energy (zero: lowest compared OMol25 entry of this formula, charge and spin) ... 679.9 kJ/mol
SMILES ... N[C@@]12C=NN[C@H]1CC2
Maximum force ... 7.545 eV/A
Total charge ... 0

=====

No. 3
# CH2IOP

A 2-piece molecular cluster, CH2IOP overall (the ωB97M-V functional and the def2-TZVPD basis, OMol25).

Last column: natural (NBO) charge in e.
CARTESIAN COORDINATES (ANGSTROEM)
I: 2.405108 -0.523591 0.071088  0.2248
P: -0.403188 1.382981 0.308975  1.1644
H: -0.128715 -0.758401 -0.908066  0.2423
C: 0.316652 -0.276092 -0.041923  -0.9684
H: -0.528020 -1.184384 0.899520  0.2223
O: -1.661835 1.359487 -0.329592  -0.8854

Forces on the atoms, in the same order (eV/Å):
I -0.49 0.01 0.12
P 6.14 -0.22 2.41
H 0.36 0.65 -0.43
C -2.28 -3.03 2.82
H 2.63 2.26 -2.07
O -6.36 0.33 -2.85

Properties
E_tot ... -20501.5984 eV
Multiplicity ... 3
Kohn-Sham gap (spin up / spin down) ... 7.1 / 6.8 eV
Relative energy (zero: lowest compared OMol25 entry of this formula, charge and spin) ... 202.6 kJ/mol
Maximum force ... 6.977 eV/A
Total charge ... 0

=====

No. 4
# C22H57N8O4P

A 4-piece molecular cluster, C22H57N8O4P overall (the ωB97M-V functional and the def2-TZVPD basis, OMol25).

Last column: Löwdin charge in e.
CARTESIAN COORDINATES (ANGSTROEM)
C: -5.434506 6.713424 4.515716  -0.0688
H: 4.067609 -0.415479 -5.513774  0.0509
C: -0.728567 -5.499840 4.544544  -0.4351
N: 2.613152 -2.783195 -0.106311  0.0801
H: 2.421316 -1.214642 -8.741492  0.1172
C: -0.838952 -6.687190 5.494658  -0.0689
H: 1.641014 -1.722054 2.728777  0.0722
C: 0.260506 1.167146 -0.161256  -0.3642
N: -6.031216 4.853050 3.063866  0.0398
H: -3.159888 5.211397 4.925571  0.1200
H: 0.148228 1.968017 3.626653  0.0399
H: 2.902896 -0.285211 -0.041481  0.1056
H: -2.240664 6.835645 3.776264  0.0911
H: -1.406940 3.324248 1.320581  0.0398
H: 0.211756 -4.984456 4.764672  0.1351
N: -0.634308 -5.991733 3.169561  0.0472
C: 1.352966 2.245497 -0.331293  -0.0903
C: 1.545721 -2.248746 0.750305  -0.6545
N: 2.073722 -1.441339 1.858536  0.0945
H: -1.541074 -3.550503 4.179248  0.1170
H: -4.941829 -5.435050 4.740396  0.0865
H: -0.120087 -3.230037 1.412624  0.0704
H: 3.274155 1.873670 -9.915066  0.0859
H: -1.635344 -7.368051 5.192340  0.0643
H: -0.578300 1.463190 -0.799236  0.0956
H: 0.471056 1.876968 -2.815902  0.0974
H: -1.848216 6.544445 2.069230  0.0859
C: 4.068874 -1.356482 -7.322574  -0.4373
C: 2.597906 1.514163 -0.769957  -0.4635
H: -3.789931 -5.308045 6.085275  0.0893
C: 0.610624 1.967938 2.633505  -0.3084
N: 2.375325 0.115881 -0.810031  0.1283
O: 3.054873 0.695565 -8.283215  -0.1867
P: -0.517104 1.026546 1.531912  0.9181
H: 4.666777 0.827816 -9.602805  0.0737
H: 1.912369 -0.451969 1.725711  0.0206
H: 3.172204 0.139275 -10.280993  0.0883
H: -5.997024 3.846912 2.932812  0.0703
C: -3.907658 -5.604226 5.038056  -0.1081
C: 2.835827 -0.646762 -7.896713  -0.2101
O: 3.647107 2.021046 -1.058102  0.0992
H: 0.966927 -4.208080 0.733545  0.0792
H: -3.692651 -6.671739 4.945804  0.0747
H: -3.412372 7.247319 2.500557  0.0758
H: 3.700342 -2.279282 -6.862098  0.1337
H: -1.941251 -4.178590 5.782489  0.1186
C: 3.575187 0.880547 -9.582954  -0.1114
H: 0.870650 -1.155117 -2.680028  0.1222
H: -2.411488 2.112164 0.465797  0.0395
H: -2.490861 2.238197 2.223472  0.0254
O: -3.091304 -4.820750 4.191004  -0.1895
H: -1.036896 -6.361128 6.517530  0.0780
H: 3.440398 -2.202302 -0.028095  0.0652
H: -5.609003 4.669189 5.081772  0.1350
H: 1.559459 2.836178 0.559249  0.0939
H: 0.238320 -2.184830 -0.889812  0.1132
O: -3.150448 5.207483 2.859759  -0.2046
N: 2.048105 0.906970 -3.801412  0.0172
H: 2.521801 0.039443 -3.584615  0.0586
H: -0.027325 0.768536 -4.065339  0.1035
H: -6.457428 6.885522 4.847733  0.0763
H: 5.815012 -2.453940 -7.950147  0.0743
C: 5.100511 -1.749406 -8.374482  -0.0717
H: 4.924848 0.342457 -6.636660  0.0720
C: 0.689513 0.892792 -3.242912  -0.2575
H: 1.595471 1.499410 2.718352  0.0335
H: -3.692975 3.737077 4.109768  0.1143
C: -1.817756 2.310147 1.363627  -0.2996
C: -3.751466 4.828900 4.082899  -0.2110
H: 5.666691 -0.883917 -8.719667  0.0637
H: 0.752755 3.009269 2.329345  0.0321
N: 0.879697 -3.410415 1.357542  0.0767
H: 1.108628 2.982608 -1.104910  0.1233
C: -2.648854 6.529034 2.808289  -0.1031
H: 4.627967 -2.217627 -9.240241  0.0770
H: -1.548226 -6.338008 2.890930  0.0720
H: 2.071279 -0.603593 -7.117102  0.1185
N: 4.726621 -0.584000 -6.268263  0.0442
C: -1.834199 -4.452329 4.724030  -0.2102
C: 0.528738 -1.472179 -0.109814  -0.1121
H: -0.661400 -0.413201 -2.194069  0.1231
H: -5.596277 5.243230 2.232570  0.0700
H: -5.277669 7.321135 3.624154  0.0649
C: -5.224448 5.231685 4.224905  -0.4369
H: 2.608527 1.659618 -3.426468  0.0548
H: 2.901279 -3.680538 0.273922  0.0727
H: -0.440376 -5.208935 2.554262  0.0319
C: 0.422834 -0.245871 -2.254205  -0.1429
H: -4.756122 7.065958 5.294838  0.0786
C: 0.920257 -0.133034 -0.792435  -0.4187
H: -0.356139 -1.288117 0.507678  0.0574
H: 0.090737 -7.254771 5.489299  0.0757

Forces on atoms 1 to 6 (eV/Å):
C -0.01 0.01 0.03
H 0.01 -0.02 0.00
C -0.01 -0.10 0.01
N -0.03 -0.15 0.17
H 0.03 -0.03 0.01
C 0.02 0.00 0.02

Properties
E_tot ... -53136.6026 eV
Kohn-Sham gap ... 9.2 eV
SMILES ... CP(C)[C@H]1CC(=O)N[C@@]1(CCN)CC(N)(N)N.COC[C@@H](C)N.COC[C@@H](C)N.COC[C@@H](C)N
Maximum force ... 0.860 eV/A
Total charge ... 0

=====

No. 5
# C7H10FNTi

C7H10FNTi as an isolated structure (the ωB97M-V functional and the def2-TZVPD basis, OMol25).

Last column: natural (NBO) charge in e.
CARTESIAN COORDINATES (ANGSTROEM)
H: 0.481353 2.822266 0.762745  0.2533
H: -2.040612 1.654122 0.575222  0.2780
C: 1.784055 0.975376 0.986814  -0.2611
C: -2.207680 0.751461 -0.074815  -0.5695
Ti: -0.412352 0.096182 0.534554  1.2464
C: 1.832481 0.496412 -1.282871  -0.2705
C: 0.957076 1.614856 -1.099073  -0.2829
C: 2.345249 0.103282 -0.006500  -0.2137
H: -2.249898 -0.114945 -1.954972  0.2421
H: -2.618988 -0.135749 0.495902  0.2835
H: 2.008216 0.972431 2.052536  0.2728
H: -1.299899 0.265178 3.077509  0.3141
H: 2.108144 0.057983 -2.243625  0.2317
H: -1.737947 1.685060 -1.854789  0.2297
H: 0.494143 2.208765 -1.892486  0.2259
C: 0.933795 1.938885 0.309655  -0.4353
H: 3.050651 -0.707521 0.178618  0.2392
C: -1.903369 0.742793 -1.395149  -0.2398
F: -0.202516 -1.633623 -0.153977  -0.5910
N: -0.368792 0.124800 2.620822  -0.9531

Forces on atoms 1 to 6 (eV/Å):
H 0.17 -0.36 -0.11
H -0.12 -0.61 -0.54
C -0.12 0.58 -0.99
C -2.01 0.54 -0.07
Ti 5.12 -1.66 5.72
C -0.17 0.37 0.75

Properties
E_tot ... -34740.5851 eV
Kohn-Sham gap (spin up / spin down) ... 6.4 / 5.7 eV
Relative energy (zero: lowest compared OMol25 entry of this formula, charge and spin) ... 395.0 kJ/mol
Maximum force ... 7.854 eV/A
Total charge ... 0

=====

No. 6
# C6H18N4P

A 2-piece molecular cluster, C6H18N4P overall (the ωB97M-V functional and the def2-TZVPD basis, OMol25).

Last column: natural (NBO) charge in e.
CARTESIAN COORDINATES (ANGSTROEM)
H: -0.122418 -3.161315 0.158193  0.2316
H: 1.151433 3.133081 -0.451418  0.2357
H: -2.436454 0.278385 -1.772762  0.2067
C: 1.244767 -1.250468 1.372424  -0.4327
N: 1.122204 -1.357341 -0.035770  -0.7079
H: 0.444801 2.257599 -1.646463  0.2281
C: 1.420444 2.295980 -1.175537  -0.4557
H: 1.533659 -3.495094 -0.098993  0.2246
C: -2.836067 -0.343100 0.867498  0.2994
H: -4.745517 0.396294 0.259576  0.3926
H: 0.755077 -3.033838 -1.462928  0.2394
C: 0.810673 -2.777478 -0.391224  -0.4443
H: -4.650328 -0.363989 1.662405  0.3907
H: -3.122301 1.602962 -0.982166  0.1874
H: -1.352034 1.580445 -1.149373  0.1822
H: 0.347576 -1.640604 1.918928  0.2420
H: -2.614251 -0.958734 1.767386  0.1624
H: 3.731891 1.608100 -0.336214  0.2189
C: 2.985691 1.124486 0.272259  -0.3940
H: 3.220575 0.059650 0.511476  0.2140
H: 2.715807 1.692729 1.066815  0.2116
H: 2.105615 2.768988 -1.864361  0.2175
N: -4.206265 -0.187849 0.799543  -0.8165
N: 1.812381 1.082202 -0.576824  -0.7362
P: 1.205528 -0.290023 -1.277451  1.4453
H: 2.092926 -1.969354 1.632498  0.2206
C: -2.197063 0.960480 -1.003075  -0.4530
H: 1.455607 -0.198991 1.701788  0.2337
N: -1.873963 0.186804 0.233784  -0.5443

Forces on atoms 1 to 6 (eV/Å):
H 1.02 1.09 -0.99
H 0.75 -1.21 -0.10
H 0.39 -0.77 -1.23
C 1.18 0.05 2.20
N -0.49 -1.42 -2.34
H 0.01 -0.61 -0.53

Properties
E_tot ... -21755.2113 eV
Kohn-Sham gap ... 7.5 eV
Relative energy (zero: lowest compared OMol25 entry of this formula, charge and spin) ... 0.0 kJ/mol
Maximum force ... 3.600 eV/A
Total charge ... +1

=====

No. 7
# C6H15N

One molecule with the formula C6H15N (the ωB97M-V functional and the def2-TZVPD basis, OMol25).

Last column: natural (NBO) charge in e.
CARTESIAN COORDINATES (ANGSTROEM)
H: 0.382097 -4.046376 0.198250  0.2121
C: -1.288856 0.908091 -0.124293  -0.4085
H: 1.289427 -0.973876 -0.883767  0.3482
C: 0.330951 -1.874559 0.579675  -0.2039
C: 0.711004 -3.120851 -0.258705  -0.6211
C: -1.641949 2.370464 -0.180421  -0.6169
N: 0.456600 -0.739797 -0.363965  -0.6776
H: 0.063070 -2.974819 -1.133311  0.2170
H: -1.186386 2.843049 0.699639  0.2094
H: 0.530343 0.874877 -1.496513  0.1956
H: 1.114058 2.580494 0.332163  0.2080
C: 0.191242 0.708185 -0.453506  -0.0217
H: -1.367930 0.575299 0.923325  0.1971
H: 0.900763 1.315786 1.513766  0.1979
H: 1.738417 -3.170871 -0.637765  0.2028
H: -1.823516 0.206845 -0.784052  0.2193
H: -1.408872 2.881049 -1.126753  0.2067
H: -2.719689 2.552471 -0.088951  0.2102
H: 1.024047 -1.689912 1.405208  0.1646
H: -0.663976 -2.045064 0.986473  0.1886
C: 1.139232 1.496179 0.449342  -0.6446
H: 2.229933 1.323326 0.444151  0.2165

Forces on atoms 1 to 6 (eV/Å):
H 0.35 -0.20 0.29
C 1.15 -0.09 -0.34
H -0.02 0.36 -0.18
C 0.94 0.84 -0.12
C -1.12 0.79 -0.37
C -1.23 0.58 0.09

Properties
E_tot ... -7954.3014 eV
Kohn-Sham gap ... 9.1 eV
Relative energy (zero: lowest compared OMol25 entry of this formula, charge and spin) ... 141.4 kJ/mol
SMILES ... CCN[C@H](C)CC
Maximum force ... 2.256 eV/A
Total charge ... 0

=====

No. 8
# C5H6Se

One molecule with the formula C5H6Se (the ωB97M-V functional and the def2-TZVPD basis, OMol25).

Last column: natural (NBO) charge in e.
CARTESIAN COORDINATES (ANGSTROEM)
Se: 2.766023 0.178296 0.023883  0.1333
H: 2.540589 1.608484 0.086798  0.0777
C: -1.394670 0.180514 -0.093655  -0.1925
H: -0.090607 1.524470 0.892433  0.2434
C: -0.137935 0.987482 -0.063215  -0.4976
H: -2.369458 0.636915 -0.097029  0.2107
C: -1.146107 -1.137499 -0.043783  -0.2282
H: -1.868769 -1.933695 -0.056955  0.2168
H: -0.214691 1.918795 -0.888703  0.2588
C: 0.920320 -0.218504 0.122614  -0.1593
H: 0.725086 -2.361388 0.068913  0.2233
C: 0.270216 -1.383869 0.048697  -0.2864

Forces on atoms 1 to 6 (eV/Å):
Se 0.17 -0.49 0.17
H 0.01 0.29 0.03
C -0.37 -0.14 -0.05
H -0.09 0.11 0.03
C -0.01 0.24 -0.21
H -0.17 0.01 -0.11

Properties
E_tot ... -70626.3581 eV
Kohn-Sham gap ... 8.6 eV
Relative energy (zero: lowest compared OMol25 entry of this formula, charge and spin) ... 0.0 kJ/mol
SMILES ... [SeH]C1=CC=CC1
Maximum force ... 3.591 eV/A
Total charge ... 0